Record 1
C38H57GeN8NiO4 as an isolated structure in a non-equilibrium geometry. Source: the OMol25 dataset; level of theory: wB97M-V/def2-TZVPD.

Last column: Löwdin spin population.
Geometry (Å):
Ni: -1.12 -1.77 0.10  1.782
C: 3.03 -3.25 1.10  0.025
C: 2.07 -2.92 -0.11  0.006
C: 1.58 -4.17 -0.81  0.001
C: 2.80 -2.06 -1.10  0.002
O: 0.91 -2.22 0.44  0.130
Ge: 1.14 -1.05 1.95  0.402
O: -0.65 -0.77 2.01  0.172
C: -1.34 -0.59 3.35  0.009
C: -1.39 -1.91 4.00  0.011
C: -2.76 -0.09 3.13  0.003
C: -0.59 0.51 4.07  0.019
O: 2.03 0.19 0.97  0.203
C: 2.95 1.13 1.69  0.005
C: 2.20 2.13 2.63  0.001
C: 3.59 1.89 0.54  0.006
C: 4.03 0.24 2.43  0.018
H: 3.81 -3.89 0.72  0.001
H: 3.54 -2.39 1.49  0.007
H: 2.57 -3.77 1.89  0.005
H: 0.77 -3.88 -1.43  0.000
H: 2.35 -4.60 -1.40  0.000
H: 1.19 -4.98 -0.18  0.000
H: 3.79 -2.47 -1.28  0.000
H: 2.38 -2.00 -2.05  0.000
H: 2.78 -1.04 -0.77  0.000
H: -1.99 -2.58 3.41  0.000
H: -0.42 -2.50 3.99  0.010
H: -1.71 -1.98 5.02  0.000
H: -3.30 -0.68 2.34  0.000
H: -3.37 -0.04 4.03  0.000
H: -2.74 0.94 2.72  0.000
H: 0.40 0.06 4.39  0.013
H: -0.46 1.36 3.43  0.000
H: -1.14 0.77 4.97  0.001
H: 1.29 2.35 2.23  0.000
H: 2.05 1.74 3.70  0.001
H: 2.87 3.03 2.68  0.000
H: 4.42 2.55 0.90  0.001
H: 2.80 2.59 0.17  0.000
H: 3.98 1.27 -0.32  0.000
H: 3.61 -0.34 3.27  0.013
H: 4.57 -0.35 1.71  0.000
H: 4.72 0.89 2.94  0.000
C: -1.50 -4.54 1.37  0.003
N: -2.20 -5.75 1.57  0.004
C: -3.49 -5.49 2.20  0.000
N: -4.22 -4.55 1.39  0.002
C: -3.51 -3.36 1.22  0.002
N: -2.20 -3.56 0.54  0.047
C: -2.50 -4.20 -0.76  0.001
N: -3.30 -5.42 -0.61  0.003
C: -2.49 -6.34 0.25  0.000
C: -4.53 -5.16 0.07  0.000
H: -0.58 -4.77 0.71  0.000
H: -1.09 -4.26 2.34  0.000
H: -3.31 -5.02 3.22  0.000
H: -4.02 -6.38 2.36  0.000
H: -3.29 -2.91 2.29  0.000
H: -4.06 -2.53 0.66  0.000
H: -1.62 -4.48 -1.34  0.000
H: -3.07 -3.51 -1.36  0.000
H: -1.59 -6.49 -0.39  0.000
H: -3.07 -7.31 0.44  0.000
H: -5.05 -6.12 0.17  0.000
H: -5.06 -4.41 -0.46  0.000
N: -0.44 -1.69 -1.95  0.029
C: -0.15 -0.87 -2.69  0.008
C: 0.07 0.30 -3.51  0.001
C: 0.77 1.35 -2.92  0.001
C: 0.89 2.56 -3.61  0.000
C: 0.17 2.72 -4.84  0.001
C: -0.52 1.66 -5.43  0.000
C: -0.53 0.42 -4.76  0.000
H: 1.18 1.31 -1.99  0.000
H: 1.39 3.38 -3.15  0.000
H: 0.22 3.71 -5.32  0.000
H: -1.10 1.85 -6.33  0.000
H: -1.16 -0.32 -5.19  0.000
C: 5.10 7.21 -2.23  0.000
C: 3.75 6.65 -1.90  0.000
C: 2.77 6.49 -2.93  0.000
C: 1.54 5.89 -2.67  0.000
C: 1.21 5.43 -1.39  0.000
N: -0.11 4.95 -1.14  0.000
C: -0.44 3.78 -0.57  0.000
O: 0.36 3.00 -0.09  0.001
N: -1.79 3.47 -0.61  0.001
C: -2.45 2.29 -0.69  0.002
C: -3.80 2.21 -1.08  -0.002
C: -4.47 0.96 -1.15  0.001
C: -3.70 -0.19 -0.87  0.000
N: -2.39 -0.14 -0.44  0.036
C: -1.83 1.06 -0.34  0.006
C: 2.11 5.60 -0.39  0.000
C: 3.40 6.18 -0.61  0.000
H: 5.96 6.55 -2.09  0.000
H: 5.27 8.13 -1.63  0.000
H: 5.15 7.48 -3.32  0.000
H: 3.06 6.66 -3.94  0.000
H: 0.90 5.77 -3.54  0.000
H: -0.72 5.29 -1.83  0.000
H: -2.36 4.24 -0.95  0.000
H: -4.26 3.18 -1.35  0.000
H: -5.50 0.97 -1.54  0.000
H: -4.11 -1.20 -0.82  0.000
H: -0.81 1.14 0.09  0.002
H: 1.76 5.44 0.65  0.000
H: 4.11 6.34 0.20  0.000

Calculated values
⟨S²⟩: 3.76
Spin multiplicity: 4
HOMO-LUMO gap (spin up / spin down) in Ha: 0.289 / 0.194
Net charge: +2
Strongest force on any atom in hartree/bohr: 0.08074
E_tot in a.u.: -5805.9325



Record 2
C41H50AsBaBrN5O3SSi as an isolated structure in a non-equilibrium geometry. Source: the OMol25 dataset; level of theory: wB97M-V/def2-TZVPD.

Last column: Löwdin charge in e.
Geometry (Å):
Ba: -0.08 0.83 0.02  1.582
O: -4.17 -0.76 -0.08  0.023
C: -2.98 -0.64 0.22  -0.664
O: -2.11 0.03 -0.39  -0.509
C: -2.49 -1.44 1.43  -0.189
C: -3.43 -2.13 2.23  0.007
C: -2.98 -2.91 3.25  -0.004
C: -1.59 -3.01 3.48  -0.156
C: -1.03 -3.82 4.49  -0.048
C: 0.33 -3.86 4.66  -0.078
C: 1.18 -3.11 3.84  -0.043
C: 0.66 -2.33 2.84  0.003
C: -0.73 -2.26 2.63  -0.210
N: -1.20 -1.50 1.63  0.118
H: -4.48 -2.02 1.99  0.111
H: -3.66 -3.47 3.88  0.113
H: -1.69 -4.40 5.12  0.105
H: 0.76 -4.48 5.44  0.100
H: 2.25 -3.14 3.98  0.103
H: 1.29 -1.74 2.20  0.069
O: 1.36 -2.66 -1.13  -0.087
C: 0.91 -3.80 -1.80  -0.200
C: -0.40 -3.55 -2.51  -0.253
C: -0.73 -4.16 -3.71  -0.024
C: -1.97 -3.88 -4.27  -0.069
C: -2.82 -3.01 -3.61  -0.060
C: -2.38 -2.44 -2.42  -0.120
N: -1.20 -2.70 -1.89  0.136
H: 0.59 -2.27 -0.69  0.050
H: 0.76 -4.63 -1.08  0.132
H: 1.69 -4.09 -2.50  0.122
H: -0.05 -4.85 -4.19  0.107
H: -2.26 -4.33 -5.21  0.103
H: -3.78 -2.75 -4.01  0.104
H: -3.01 -1.75 -1.87  0.088
S: 0.50 3.70 -0.20  0.421
C: -0.60 3.72 1.09  -0.875
C: -0.91 4.94 1.73  -0.114
C: -1.81 4.95 2.76  -0.085
C: -2.42 3.75 3.15  -0.084
C: -2.04 2.60 2.48  -0.185
N: -1.16 2.58 1.49  -0.200
H: -0.41 5.84 1.40  0.093
H: -2.06 5.87 3.27  0.099
H: -3.14 3.71 3.95  0.091
H: -2.48 1.64 2.75  0.109
C: 0.56 1.03 4.44  -0.175
Si: 2.35 1.31 3.81  0.405
C: 2.48 3.11 3.15  -0.180
C: 3.37 1.34 5.47  -0.207
N: 2.67 0.25 2.53  -0.074
C: 3.51 -0.78 2.38  -0.447
C: 4.39 -1.25 3.38  -0.072
C: 5.22 -2.33 3.18  -0.141
C: 5.23 -3.00 1.96  -0.159
C: 4.37 -2.57 0.96  -0.127
C: 3.54 -1.49 1.16  -0.091
H: 0.13 1.94 4.84  0.013
H: 0.50 0.27 5.22  0.014
H: -0.07 0.70 3.62  -0.016
H: 1.82 3.79 3.68  0.014
H: 2.19 3.13 2.10  -0.029
H: 3.49 3.49 3.21  0.013
H: 3.06 2.15 6.12  0.012
H: 4.44 1.47 5.29  0.009
H: 3.25 0.41 6.02  0.006
H: 4.40 -0.73 4.33  0.068
H: 5.88 -2.66 3.98  0.089
H: 5.88 -3.85 1.80  0.074
H: 4.36 -3.08 0.00  0.088
H: 2.84 -1.18 0.38  0.058
Br: 1.63 2.89 -4.28  0.799
C: 2.55 1.25 -4.08  -0.743
C: 3.28 0.76 -5.15  -0.120
C: 3.96 -0.44 -4.95  -0.071
C: 3.87 -1.06 -3.71  -0.052
C: 3.10 -0.47 -2.72  -0.120
N: 2.44 0.66 -2.91  0.051
H: 3.33 1.29 -6.08  0.094
H: 4.55 -0.87 -5.75  0.104
H: 4.41 -1.97 -3.51  0.104
H: 3.00 -0.91 -1.74  0.080
C: -1.47 4.70 -3.13  -0.213
C: -1.92 3.46 -3.89  -0.461
As: -1.86 1.79 -2.78  1.184
C: -3.79 1.76 -2.34  -0.438
C: -4.09 2.70 -1.18  -0.162
C: -1.85 0.53 -4.34  -0.429
C: -3.06 0.57 -5.26  -0.181
H: -1.46 5.57 -3.78  0.063
H: -0.47 4.56 -2.72  -0.012
H: -2.13 4.92 -2.29  0.052
H: -1.27 3.32 -4.75  0.019
H: -2.94 3.61 -4.26  0.057
H: -4.05 0.75 -2.03  0.041
H: -4.39 2.03 -3.22  0.059
H: -3.49 2.43 -0.32  0.047
H: -5.14 2.65 -0.88  0.070
H: -3.88 3.74 -1.45  0.054
H: -1.71 -0.48 -3.96  0.026
H: -0.95 0.79 -4.92  0.045
H: -3.96 0.24 -4.74  0.056
H: -2.91 -0.09 -6.12  0.062
H: -3.23 1.58 -5.64  0.056

Calculated values
Energy above the lowest of the compared OMol25 structures with the same formula, charge and spin in kcal/mol: 34.6
Spin multiplicity: 1
HOMO-LUMO gap in Ha: 0.205
Net charge: -1
Strongest force on any atom in hartree/bohr: 0.07651
E_tot in a.u.: -7615.0284



- Among the records above, which one has the highest spin multiplicity?
  C38H57GeN8NiO4



- What is the spin multiplicity in the first record?
  4